Here is a molecular structure, C41H38Br9N7O6 from the OMol25 dataset. Energies are from the ωB97M-V functional and the def2-TZVPD basis.

Last column: Mulliken charge in e.
CARTESIAN COORDINATES (ANGSTROEM)
C: -0.62 -8.44 6.51  -0.32
Br: 1.25 -7.75 6.53  0.00
Br: -0.88 -10.17 7.55  -0.03
Br: -1.18 -8.70 4.59  -0.02
H: -1.23 -7.64 6.94  0.37
C: -2.44 1.22 7.53  -0.29
Br: -3.57 1.69 5.90  -0.02
Br: -3.52 0.28 8.95  -0.04
Br: -1.48 2.86 8.13  0.00
H: -1.79 0.42 7.18  0.34
C: 3.74 6.58 9.96  -0.32
Br: 4.32 5.94 8.19  -0.01
Br: 2.32 7.97 9.91  -0.02
Br: 5.29 7.25 10.85  0.00
H: 3.27 5.72 10.44  0.34
C: 1.04 1.99 1.33  -0.28
C: 1.52 1.90 2.66  -0.58
C: 1.82 0.63 3.21  -0.32
C: 1.49 -0.53 2.49  0.37
C: 0.93 -0.46 1.15  -0.57
C: 0.80 0.81 0.58  -0.27
N: 1.58 -1.76 3.18  0.88
O: 1.53 -1.75 4.42  -0.56
O: 1.82 -2.81 2.56  -0.54
H: 1.03 2.85 0.68  0.35
H: 1.95 2.78 3.12  0.36
H: 2.26 0.56 4.19  0.41
H: 0.70 -1.27 0.48  0.40
H: 0.56 1.05 -0.44  0.36
C: -4.16 8.75 -1.17  -0.43
C: -4.43 9.99 -0.49  -0.31
C: -4.09 10.24 0.80  -0.34
C: -3.40 9.21 1.52  0.16
C: -3.03 8.03 0.85  -0.33
C: -3.49 7.75 -0.43  -0.42
N: -2.97 9.55 2.92  0.95
O: -2.14 8.85 3.50  -0.59
O: -3.44 10.52 3.43  -0.58
H: -4.48 8.62 -2.19  0.38
H: -4.84 10.70 -1.19  0.33
H: -4.41 11.14 1.29  0.41
H: -2.33 7.33 1.30  0.42
H: -3.22 6.78 -0.83  0.36
C: 4.08 -9.07 -1.51  -0.40
C: 5.35 -9.31 -1.92  -0.41
C: 5.72 -10.50 -2.57  -0.18
C: 4.73 -11.31 -3.09  0.11
C: 3.44 -11.04 -2.71  -0.39
C: 3.13 -9.92 -1.91  -0.35
N: 5.15 -12.52 -3.89  0.86
O: 4.38 -13.23 -4.54  -0.54
O: 6.40 -12.80 -3.91  -0.54
H: 3.82 -8.22 -0.91  0.37
H: 6.22 -8.67 -1.79  0.34
H: 6.78 -10.66 -2.64  0.40
H: 2.62 -11.72 -2.91  0.38
H: 2.17 -9.63 -1.51  0.36
N: 0.90 -4.48 -6.47  -0.55
C: 0.83 -5.84 -6.50  -0.14
C: 0.03 -6.66 -5.70  -0.33
C: -0.74 -6.06 -4.71  -0.26
C: -0.65 -4.65 -4.57  -0.43
C: 0.06 -3.96 -5.54  -0.06
H: 1.42 -6.26 -7.30  0.36
H: 0.06 -7.72 -5.90  0.36
H: -1.39 -6.76 -4.20  0.37
H: -1.27 -4.07 -3.92  0.34
H: -0.11 -2.90 -5.46  0.33
N: -1.82 4.16 -6.19  -0.55
C: -0.86 3.32 -6.62  -0.05
C: -0.89 2.64 -7.85  -0.52
C: -2.01 2.76 -8.67  -0.16
C: -2.90 3.73 -8.37  -0.32
C: -2.76 4.44 -7.09  -0.16
H: -0.16 3.07 -5.84  0.39
H: -0.27 1.78 -8.03  0.33
H: -2.16 2.18 -9.57  0.36
H: -3.63 3.99 -9.13  0.34
H: -3.64 5.02 -6.84  0.34
N: -4.65 -3.24 3.15  -0.53
C: -4.42 -3.28 4.47  -0.17
C: -5.41 -3.56 5.43  -0.40
C: -6.68 -3.66 5.02  -0.25
C: -6.98 -3.54 3.60  -0.24
C: -5.98 -3.31 2.71  -0.17
H: -3.41 -3.41 4.84  0.38
H: -5.07 -3.55 6.45  0.36
H: -7.54 -3.85 5.65  0.37
H: -7.98 -3.56 3.19  0.34
H: -6.30 -3.22 1.68  0.32
N: 3.28 8.21 -2.39  -0.51
C: 3.41 7.52 -1.24  -0.20
C: 4.60 6.78 -1.01  -0.35
C: 5.57 6.68 -1.97  -0.21
C: 5.43 7.39 -3.21  -0.37
C: 4.18 8.04 -3.40  -0.17
H: 2.55 7.59 -0.59  0.41
H: 4.69 6.23 -0.08  0.34
H: 6.43 6.07 -1.73  0.35
H: 6.14 7.32 -4.03  0.35
H: 4.04 8.56 -4.34  0.35

Output
Relative energy (zero: lowest compared OMol25 entry of this formula, charge and spin) ... 163.7 kJ/mol
E_LUMO ... -0.85 eV
Frontier orbital gap ... 8.8 eV
HOMO ... -0.354 Ha
Energy ... -25585.4733 Eh
Net charge ... 0